Entry 1:
The following is a DFT calculation (the ωB97M-V functional and the def2-TZVPD basis) of the molecule C4H7NO2.

```
! wB97M-V def2-TZVPD RIJCOSX def2/J DEFGRID3
* xyz 0 1
N 0.67 0.96 2.26
C 0.39 0.29 1.09
O 0.93 -0.95 1.12
C -0.27 0.82 0.03
C -0.18 0.24 -1.33
C -0.56 -1.14 -1.68
O -1.39 -0.06 -2.03
H 0.78 0.40 3.09
H 0.17 1.82 2.42
H 0.63 -1.44 0.33
H -0.70 1.81 0.13
H 0.56 0.70 -1.98
H -0.98 -1.82 -0.93
H -0.06 -1.64 -2.51
*
```

Energy above the lowest of the compared OMol25 structures with the same formula, charge and spin = 233.5 kJ/mol

Results of the Löwdin charge analysis, in e, for atoms 1 through 6: 0.122 -0.449 0.069 -0.027 -0.301 -0.145

Entry 2:
The following is a DFT calculation (the ωB97M-V functional and the def2-TZVPD basis) of a structure of composition C7H15NO2.

```
! wB97M-V def2-TZVPD RIJCOSX def2/J DEFGRID3
* xyz 0 1
C -0.22 1.24 0.79
C 0.10 0.67 2.15
C 0.74 2.25 0.25
N -1.54 1.48 0.53
H -0.19 -0.72 0.34
H -1.78 1.89 -0.36
H -2.23 0.85 0.90
H -0.63 -0.08 2.46
H 1.09 0.22 2.13
H 1.75 1.83 0.21
H 0.10 1.48 2.89
H 0.75 3.12 0.92
H 0.46 2.60 -0.74
C -0.03 -0.09 -1.84
C 0.46 -0.54 -0.50
C 0.27 -2.54 -0.50
C -1.01 -2.90 -0.67
O 1.40 -2.95 -0.33
O 1.81 -0.42 -0.25
H 2.16 -1.34 -0.21
H 0.36 -0.74 -2.63
H -1.12 -0.13 -1.89
H 0.30 0.93 -2.08
H -1.79 -2.17 -0.79
H -1.24 -3.95 -0.80
*
```

Energy above the lowest of the compared OMol25 structures with the same formula, charge and spin = 443.2 kJ/mol

Results of the Löwdin charge analysis, in e, for atoms 1 through 6: -0.417 -0.033 -0.035 0.141 0.094 0.110

Entry 3:
The following is a DFT calculation (the ωB97M-V functional and the def2-TZVPD basis) of a structure of composition C30H32Cl5HfN8O5S at a distorted geometry.

```
! wB97M-V def2-TZVPD RIJCOSX def2/J DEFGRID3
* xyz 1 1
Hf -0.18 0.51 0.69
C -0.19 4.64 -1.90
O 0.60 3.55 -2.41
C 1.72 3.28 -1.65
C 2.97 3.63 -2.11
C 4.11 3.31 -1.37
C 3.98 2.65 -0.17
C 2.71 2.27 0.30
C 2.61 1.58 1.59
N 1.56 0.95 1.96
N 1.53 0.46 3.26
C 0.37 -0.10 3.48
O -0.56 -0.21 2.58
C 0.06 -0.59 4.84
C -1.25 -0.95 5.14
C -1.58 -1.40 6.41
C -0.60 -1.49 7.38
C 0.71 -1.13 7.09
C 1.04 -0.68 5.82
C 1.56 2.60 -0.44
O 0.35 2.31 0.00
H 0.41 5.55 -1.87
H -0.57 4.40 -0.91
H -1.02 4.77 -2.60
H 3.05 4.17 -3.05
H 5.09 3.61 -1.72
H 4.85 2.40 0.42
H 3.45 1.61 2.27
H -2.02 -0.85 4.38
H -2.60 -1.66 6.65
H -0.85 -1.84 8.38
H 1.48 -1.20 7.85
H 2.06 -0.39 5.58
Cl -1.17 2.70 2.61
C -2.59 1.81 2.09
C -2.44 0.98 0.99
C -3.57 0.26 0.66
Cl -3.48 -0.90 -0.68
C -4.78 0.36 1.34
Cl -6.15 -0.56 0.86
C -4.87 1.21 2.44
Cl -6.34 1.35 3.31
C -3.75 1.95 2.84
Cl -3.83 2.98 4.21
N -0.96 0.60 -1.72
C -0.46 -0.58 -2.43
C -0.11 -0.38 -3.91
C 0.95 0.67 -4.26
C 2.37 0.40 -3.74
N 2.85 -0.97 -3.99
C 3.25 -1.42 -5.16
N 3.46 -0.60 -6.19
N 3.47 -2.73 -5.32
C 0.74 -1.13 -1.66
O 1.27 -2.16 -2.03
O 1.12 -0.39 -0.66
H -1.95 0.76 -1.91
H -0.46 1.43 -2.00
H -1.23 -1.36 -2.38
H -1.03 -0.09 -4.43
H 0.16 -1.35 -4.32
H 0.66 1.65 -3.89
H 0.98 0.76 -5.35
H 2.43 0.54 -2.66
H 3.08 1.11 -4.16
H 2.58 -1.65 -3.29
H 3.39 0.40 -6.07
H 3.86 -0.93 -7.05
H 3.29 -3.37 -4.56
H 3.85 -3.11 -6.17
S 0.39 -2.74 1.24
C -1.21 -3.21 1.09
N -2.20 -2.86 1.94
C -3.45 -3.58 1.68
C -3.14 -4.31 0.35
N -1.73 -3.99 0.13
H -1.97 -2.41 2.80
H -4.28 -2.89 1.59
H -3.66 -4.28 2.49
H -3.76 -3.93 -0.46
H -3.29 -5.38 0.43
H -1.13 -4.42 -0.55
*
```

Energy above the lowest of the compared OMol25 structures with the same formula, charge and spin = 108.9 kJ/mol

Results of the Löwdin charge analysis, in e, for atoms 1 through 6: 1.623 -0.032 -0.137 -0.252 -0.002 -0.073

Entry 4:
The following is a DFT calculation (the ωB97M-V functional and the def2-TZVPD basis) of a cluster of 3 separate species, C24H45ClN2O2PS in total at a distorted geometry.

```
! wB97M-V def2-TZVPD RIJCOSX def2/J DEFGRID3
* xyz 1 1
C 6.81 -2.67 0.37
C 5.49 -1.93 0.61
C 4.53 -1.99 -0.58
C 3.23 -1.22 -0.32
C 2.52 -0.78 -1.62
C 1.78 0.58 -1.58
C 1.30 0.98 -0.22
C 0.07 0.50 0.19
N -0.45 0.81 1.39
N -1.72 0.27 1.61
C -2.81 0.88 0.83
C -3.92 -0.12 0.44
C -3.64 -1.59 0.72
C -3.92 -2.01 2.17
C 0.20 1.57 2.31
C -0.44 1.87 3.63
C -1.39 3.08 3.59
C -0.76 4.37 3.09
C 1.46 2.03 1.95
Cl 2.36 2.90 3.11
C 2.01 1.77 0.69
P 3.64 2.49 0.28
S 3.69 4.42 0.16
H 7.66 -2.04 0.64
H 6.91 -2.96 -0.68
H 6.89 -3.56 0.99
H 4.98 -2.32 1.50
H 5.69 -0.87 0.82
H 5.03 -1.55 -1.44
H 4.29 -3.03 -0.80
H 2.56 -1.87 0.24
H 3.47 -0.36 0.32
H 1.79 -1.55 -1.89
H 3.23 -0.76 -2.44
H 0.91 0.52 -2.24
H 2.39 1.36 -2.02
H -0.53 -0.14 -0.44
H -1.90 0.25 2.60
H -2.37 1.33 -0.06
H -3.24 1.70 1.41
H -4.11 0.01 -0.63
H -4.84 0.17 0.95
H -4.31 -2.18 0.09
H -2.63 -1.87 0.44
H -4.93 -1.72 2.46
H -3.87 -3.09 2.26
H -3.20 -1.58 2.87
H -1.00 1.01 4.00
H 0.35 2.03 4.35
H -1.75 3.21 4.61
H -2.25 2.83 2.96
H -0.05 4.77 3.82
H -1.54 5.12 2.92
H -0.22 4.24 2.15
H 4.08 1.81 -0.85
H 4.47 1.99 1.30
C -7.84 -4.16 0.35
C -6.52 -4.86 0.14
O -5.48 -4.37 0.50
C -6.57 -6.20 -0.55
H -7.68 -3.21 0.85
H -8.33 -3.99 -0.61
H -8.50 -4.78 0.95
H -7.01 -6.10 -1.54
H -7.19 -6.89 0.03
H -5.56 -6.60 -0.64
C 2.14 3.39 -6.32
C 2.74 2.83 -5.06
O 2.48 1.70 -4.68
C 3.67 3.72 -4.28
H 1.49 2.66 -6.79
H 1.57 4.29 -6.09
H 2.93 3.67 -7.02
H 3.14 4.62 -3.96
H 4.53 4.01 -4.88
H 4.01 3.17 -3.40
*
```

Calculated total energy = -65333.07494 eV

Results of the Löwdin charge analysis, in e, for atoms 1 through 6: -0.097 -0.268 -0.226 -0.208 -0.157 -0.150

Entry 5:
The following is a DFT calculation (the ωB97M-V functional and the def2-TZVPD basis) of the molecule C6H9N.

```
! wB97M-V def2-TZVPD RIJCOSX def2/J DEFGRID3
* xyz 0 1
C -2.58 -0.43 -0.19
C -1.15 0.00 -0.08
C -0.70 1.27 0.20
N 0.67 1.23 0.26
C 1.12 -0.04 0.03
C 2.58 -0.39 0.04
C 0.01 -0.82 -0.20
H -3.25 0.43 -0.26
H -2.88 -1.01 0.70
H -2.76 -1.07 -1.06
H -1.24 2.19 0.34
H 1.26 2.00 0.54
H 2.98 -0.47 1.06
H 2.73 -1.36 -0.45
H 3.17 0.35 -0.50
H 0.03 -1.88 -0.43
*
```

Energy above the lowest of the compared OMol25 structures with the same formula, charge and spin = 6.1 kJ/mol

Results of the Löwdin charge analysis, in e, for atoms 1 through 6: -0.067 -0.301 -0.094 0.045 -0.334 -0.042

Entry 6:
The following is a DFT calculation (the ωB97M-V functional and the def2-TZVPD basis) of a structure of composition C4H10N2S2 at a distorted geometry.

```
! wB97M-V def2-TZVPD RIJCOSX def2/J DEFGRID3
* xyz 0 1
C -0.24 -1.99 -1.61
C -0.61 -0.52 -1.57
C -0.21 0.05 -0.27
C -2.16 -0.68 1.07
H -0.29 -2.46 -2.84
H -0.87 -2.67 -1.02
H 0.90 -1.85 -1.31
H -0.14 0.15 -2.17
H -1.79 -0.46 -1.78
H 3.61 0.09 -0.49
H -3.26 -0.51 0.18
H -1.64 -1.85 0.91
H -2.22 -0.44 2.58
H 0.74 0.43 2.49
N 0.99 0.62 -0.01
N -1.12 0.21 0.76
S 2.10 0.34 -1.36
S -0.52 1.07 2.14
*
```

Energy above the lowest of the compared OMol25 structures with the same formula, charge and spin = 774.3 kJ/mol

Results of the Löwdin charge analysis, in e, for atoms 1 through 6: -0.132 -0.302 -0.554 -0.232 0.155 0.042